15
Properties=species:S:1:pos:R:3:forces:R:3 method="wB97M-V/def2-TZVPD" molar_mass_da=96.133 homo_energy_ev=-7.585 e_above_lowest_kcal_mol=105.19 spin_multiplicity=1 homo_lumo_gap_ev=8.3
H -0.5100 1.5842 -1.3038 -0.1 0.2 -0.1
H -4.5990 0.5144 -1.1085 -0.5 0.1 -0.1
H 2.9560 -1.4546 2.8000 -0.2 0.0 -0.1
C 2.1334 -0.9122 1.0435 1.2 -0.2 0.3
H -1.5703 -0.2988 0.0912 -1.6 0.3 -0.3
H 1.0533 1.8983 -0.5455 0.1 0.0 0.0
C -3.6772 0.2464 -0.6793 0.5 -0.1 0.2
C -2.6152 -0.0569 -0.2156 1.4 -0.2 0.2
C 0.5436 -0.1758 -0.7384 1.5 -0.2 0.9
C 0.5226 1.2416 -1.2316 -0.5 -0.1 0.4
H 0.9674 1.3085 -2.2231 0.1 0.0 -0.1
H 0.2028 -0.9517 -1.4149 -0.2 -0.1 0.2
N 2.0996 -1.2053 2.3376 -0.4 0.0 0.4
N 1.2405 -0.5307 0.2937 -1.4 0.5 -1.8
H 1.2524 -1.2076 2.8948 0.1 0.1 0.0

15
Properties=species:S:1:pos:R:3:forces:R:3 method="wB97M-V/def2-TZVPD" molar_mass_da=96.133 homo_energy_ev=-8.330 e_above_lowest_kcal_mol=104.40 spin_multiplicity=1 homo_lumo_gap_ev=9.1
C 0.6827 1.7644 0.2340 0.0 0.1 0.1
H 0.8912 -1.3730 0.7619 0.1 0.1 -0.1
C 1.3236 0.8955 -0.7636 -0.3 0.0 0.1
H 2.0968 -1.4488 -0.5837 -0.1 0.1 0.1
H 1.1109 2.6636 0.6657 -0.1 -0.2 -0.1
N -0.8470 0.3422 -0.1662 0.1 0.0 0.0
H 2.2653 -0.2687 0.7318 -0.1 -0.1 -0.1
C 0.2842 -0.0742 -0.8675 -0.2 0.0 -0.2
C 1.5552 -0.7998 0.1015 0.2 -0.3 0.2
N -0.5499 1.4489 0.5424 0.3 -0.1 -0.2
C -2.0094 -0.4368 0.1874 -0.1 -0.1 0.0
H 0.1385 -0.8090 -1.6558 0.0 0.2 0.1
H -2.2131 -1.1541 -0.6128 0.0 0.1 0.1
H -1.8636 -0.9831 1.1290 0.0 0.1 -0.1
H -2.8652 0.2330 0.2959 0.1 -0.1 0.0

15
Properties=species:S:1:pos:R:3:forces:R:3 method="wB97M-V/def2-TZVPD" molar_mass_da=96.133 homo_energy_ev=-8.972 e_above_lowest_kcal_mol=11.92 spin_multiplicity=1 smiles=Cc1ccn(C)n1 homo_lumo_gap_ev=10.0
H 1.4483 1.7345 -1.1185 -0.3 -0.2 0.3
H -1.2862 1.8731 -1.1614 -0.1 -0.1 -0.2
H -2.6199 -0.6074 1.3351 0.0 -0.1 -0.1
C 0.7006 1.0842 -0.6614 0.5 0.3 -0.6
C 2.4004 -0.4709 0.4091 -0.1 0.0 0.1
C -1.0497 -0.0659 -0.0192 -0.2 0.0 -0.1
H 2.3268 -0.8891 1.4154 0.1 0.1 -0.1
C -2.4301 -0.5814 0.2588 0.0 -0.1 0.0
H -2.5434 -1.5953 -0.1391 0.0 0.1 0.1
C -0.6794 1.0841 -0.7563 0.8 -0.3 0.7
N 0.0176 -0.7128 0.4483 -0.5 0.1 -0.1
N 1.0765 0.0000 0.0441 -0.2 0.0 0.0
H 2.7510 -1.2604 -0.2641 -0.1 0.2 0.0
H -3.2034 0.0353 -0.2072 0.2 0.0 0.0
H 3.0910 0.3720 0.4163 0.0 -0.1 -0.1

15
Properties=species:S:1:pos:R:3:forces:R:3 method="wB97M-V/def2-TZVPD" molar_mass_da=96.133 homo_energy_ev=-7.275 e_above_lowest_kcal_mol=29.61 spin_multiplicity=1 smiles=Cn1cccc1N homo_lumo_gap_ev=8.2
C 1.0863 -1.0587 0.1559 0.6 0.2 -0.8
N -1.1502 1.4792 -0.9222 -0.1 0.1 0.0
H -0.5158 -1.7375 1.2285 -2.2 -0.5 0.0
C -0.0550 0.7520 -0.4839 0.2 0.1 0.1
H -1.9536 -1.7952 -0.0649 0.6 -0.1 0.4
H -2.0510 1.0735 -0.7070 0.1 0.1 0.0
C 1.9454 -0.0150 0.2053 0.2 -0.1 -0.2
N -0.1745 -0.5951 -0.2522 0.4 0.1 -0.1
H -1.0956 2.4629 -0.7097 -0.1 -0.1 0.0
C -1.2350 -1.2164 0.5434 0.3 0.0 0.2
H -1.8181 -0.4741 1.1102 0.3 -0.1 -0.1
H 1.6638 2.1178 -0.4164 -0.1 0.1 0.1
C 1.2388 1.1430 -0.2415 -0.2 0.3 0.0
H 2.9787 -0.0622 0.5133 0.0 0.0 -0.3
H 1.2829 -2.1148 0.0629 0.0 -0.1 0.7

15
Properties=species:S:1:pos:R:3:forces:R:3 method="wB97M-V/def2-TZVPD" molar_mass_da=96.133 homo_energy_ev=-9.044 e_above_lowest_kcal_mol=54.29 spin_multiplicity=1 smiles="[H]/N=C1/CCC=CN1" homo_lumo_gap_ev=10.0
N 0.6117 1.0477 0.7490 -3.2 -1.1 -0.8
H 1.2154 2.5895 -1.2421 -0.4 -1.8 -1.2
H -0.3342 -0.5425 -2.1740 0.8 0.5 -0.7
C -0.4188 -0.2722 -1.1423 -0.9 0.1 1.9
H -0.5588 0.5794 2.5972 -0.6 0.4 0.7
N 0.7704 1.6841 -1.6716 0.7 3.5 2.1
H -1.0512 -1.7595 1.9389 1.2 0.4 -1.7
H -0.2386 -2.2928 -0.6318 -0.2 -0.8 0.1
H -1.5320 -0.3400 -0.9860 0.9 0.8 0.2
H 1.2725 -1.4343 -0.4150 -1.1 0.3 1.0
C 0.2930 1.0365 -0.6908 -0.3 -3.0 -0.2
C -0.4006 0.1669 1.6387 4.1 1.2 -2.9
C -0.4410 -1.0901 1.2295 -0.4 -0.7 -0.3
C 0.1520 -1.3688 -0.2609 -0.4 -0.3 1.6
H 0.6603 1.9959 1.0612 0.1 0.6 0.4

15
Properties=species:S:1:pos:R:3:forces:R:3 method="wB97M-V/def2-TZVPD" molar_mass_da=96.133 homo_energy_ev=-8.926 e_above_lowest_kcal_mol=13.21 spin_multiplicity=1 smiles=Cc1ccn(C)n1 homo_lumo_gap_ev=10.0
C -2.4418 -0.5664 0.2446 -0.1 0.0 -0.1
N 0.0253 -0.8117 0.4041 -0.3 0.3 -0.2
H 3.1409 0.2480 0.0472 -0.2 -0.1 0.1
H -2.7814 -0.2658 1.2451 0.1 -0.1 -0.2
C 0.6884 1.1601 -0.4217 0.3 -0.1 -0.1
C -1.0382 -0.1254 -0.0031 -0.1 0.1 -0.1
C -0.6729 1.1053 -0.6024 0.2 0.2 0.4
H -3.0830 -0.0539 -0.4777 -0.1 -0.2 0.1
H 2.5532 -1.3302 -0.5301 0.0 0.1 0.1
H 2.5579 -0.9793 1.2171 0.1 0.0 -0.1
H -2.5458 -1.6487 0.1415 -0.1 0.1 0.0
H 1.4067 1.9534 -0.5660 0.0 -0.1 -0.3
N 1.0720 -0.0097 0.1403 0.0 0.2 -0.1
C 2.4127 -0.5486 0.2254 0.0 0.0 0.1
H -1.2940 1.8727 -1.0642 0.1 -0.4 0.4

15
Properties=species:S:1:pos:R:3:forces:R:3 method="wB97M-V/def2-TZVPD" molar_mass_da=96.133 homo_energy_ev=-20.004 e_above_lowest_kcal_mol=48.96 total_charge=+2 spin_multiplicity=1 homo_lumo_gap_ev=10.7
H -4.2081 0.6315 -1.0426 2.1 -0.5 1.7
N -1.1954 -0.4928 0.1531 -2.0 1.5 -1.3
C -2.2787 -0.0986 0.0168 2.2 -1.1 -0.7
H 3.3555 1.0742 0.7536 1.0 0.6 0.1
H 4.4443 0.0292 -0.2630 -0.7 -0.3 0.0
H -3.1855 1.5473 0.2858 -0.7 -0.2 -0.4
C 2.2547 -0.2008 0.0363 -2.6 -1.6 -0.2
H -4.1193 0.1471 0.7356 -0.5 -0.3 0.4
H 0.3083 -2.2269 -1.0169 -1.8 2.6 3.2
C -3.5209 0.5340 -0.0733 -1.6 1.8 -0.7
N 1.1860 -0.6108 0.2532 2.5 1.7 -0.2
H -0.2489 -1.9038 1.0316 0.7 -0.9 0.8
C 3.4544 0.5027 -0.1786 -0.3 2.6 -1.2
C -0.0461 -1.2493 0.2200 1.1 -4.1 -3.4
H 3.2553 1.2951 -1.0694 0.5 -1.9 1.9

16
Properties=species:S:1:pos:R:3:forces:R:3 method="wB97M-V/def2-TZVPD" molar_mass_da=112.132 homo_energy_ev=-8.549 e_above_lowest_kcal_mol=168.23 spin_multiplicity=1 smiles="C=NN1[C@@H]2COC[C@@H]21" homo_lumo_gap_ev=9.5
C 1.3891 -1.0651 0.0250 -0.8 -5.8 -0.5
O 1.7792 -0.2644 -0.9802 1.1 4.7 1.7
H 2.1252 -1.0558 0.9231 -0.4 -1.1 -1.7
C 0.1709 0.8369 0.4323 3.4 -4.3 -4.3
C 1.6794 1.0401 -0.2773 -0.4 1.3 0.1
H 1.0785 -1.9732 -0.7034 1.3 0.5 2.7
C -2.9233 -0.0901 -0.6477 -0.6 1.3 1.0
H -0.1465 -1.0956 1.7159 0.5 0.5 -0.9
H -0.1013 1.4750 1.1132 -1.9 3.6 3.4
C 0.1717 -0.6439 0.7449 -1.6 2.3 0.9
N -2.0373 0.2468 0.2689 -6.2 -1.6 -0.2
N -0.8560 -0.1220 -0.1691 5.6 1.4 -2.3
H -4.0682 -0.0771 -0.5304 2.0 0.5 0.5
H 2.2078 1.1816 0.8875 -0.3 -0.7 -3.6
H -2.6130 -0.2513 -1.6904 0.3 -0.6 0.6
H 2.1442 1.8579 -1.1125 -2.0 -2.0 2.7

16
Properties=species:S:1:pos:R:3:forces:R:3 method="wB97M-V/def2-TZVPD" molar_mass_da=112.132 homo_energy_ev="-9.446 / -9.055" e_above_lowest_kcal_mol=132.05 spin_multiplicity=1 homo_lumo_gap_ev="9.6 / 7.9"
H -1.0588 0.6884 -2.2211 -0.2 0.1 0.0
H 0.5938 2.3491 0.4260 0.0 0.0 0.0
H 0.5082 -3.1030 2.6641 0.1 0.0 0.1
H -0.5406 2.3575 -2.4388 -0.1 0.0 0.0
H -2.0655 -3.1286 1.5587 -0.1 -0.1 0.1
N 0.7100 1.1899 -1.3417 0.5 -1.3 -0.2
C 0.0528 -2.5772 1.8509 -1.0 -0.4 0.0
O 0.8168 -1.6890 1.1511 0.7 0.3 -0.1
H 2.0367 1.2925 0.2054 0.0 0.1 0.1
H -1.2307 1.8775 -0.8786 0.0 -0.1 0.0
C 1.3012 1.9200 -0.2982 0.2 0.5 0.4
H 1.8673 2.7526 -0.7461 0.0 0.0 0.1
C -1.1887 -2.5712 1.2982 0.7 -0.2 0.6
C -0.0038 -1.2162 0.2282 -1.1 -0.1 -0.1
C -0.5984 1.5335 -1.7098 -0.6 0.3 -0.2
N -1.2006 -1.6758 0.2517 0.6 0.9 -0.9

16
Properties=species:S:1:pos:R:3:forces:R:3 method="wB97M-V/def2-TZVPD" molar_mass_da=112.132 homo_energy_ev="-6.376 / -6.381" e_above_lowest_kcal_mol=172.27 spin_multiplicity=1 homo_lumo_gap_ev="5.5 / 5.5"
H 0.9883 2.9897 1.3743 0.0 -0.1 0.1
N 0.8526 2.1075 1.8611 -0.4 -0.7 -0.6
C 0.4240 1.0976 1.3824 0.5 1.0 0.4
H -1.1689 -1.8480 1.6368 0.1 0.0 -0.1
C -0.7574 -0.9076 1.9975 0.2 0.4 -0.1
H -0.9208 -0.6044 3.0236 0.0 0.0 0.0
H 0.0869 0.8735 -2.7674 0.0 -0.1 0.1
H -0.6664 -2.2270 -1.5889 0.0 0.1 0.0
C 0.1317 -0.6335 -0.3734 -0.2 -0.1 -0.4
H 1.1295 -1.0629 -0.4968 0.0 0.0 0.0
C -0.8888 -1.3610 -0.9833 0.2 0.1 0.2
H -1.9110 -1.0061 -0.9490 0.0 0.0 0.0
H 1.6382 0.6358 -2.2829 -0.1 0.0 0.0
C -0.0763 -0.1665 1.1143 -0.4 -0.6 -0.1
N 0.8036 1.2007 -2.1213 -0.1 -0.1 0.2
O 0.3347 0.9121 -0.8269 0.1 0.1 0.3

16
Properties=species:S:1:pos:R:3:forces:R:3 method="wB97M-V/def2-TZVPD" molar_mass_da=112.132 homo_energy_ev=-7.491 e_above_lowest_kcal_mol=245.09 spin_multiplicity=1 homo_lumo_gap_ev=7.6
H -1.9232 -2.6499 -0.2727 5.6 2.0 -1.7
H -0.1458 -2.6058 -1.2992 -0.5 -0.6 -0.5
H -2.2731 2.4082 1.5012 4.2 1.7 -2.4
N 0.9654 0.9329 -0.0679 2.4 1.7 3.0
C -0.3131 -0.8057 -0.2856 -3.7 -4.0 -1.8
C -1.1427 0.2958 -0.0499 -2.8 0.0 -0.1
O 1.7396 -1.6951 -0.0457 0.9 3.2 6.0
H -1.4630 3.3191 -0.7129 1.4 -0.9 4.6
H 0.0957 3.2614 1.3444 -4.3 -0.4 -1.9
C -1.0289 2.8015 0.7097 1.1 -2.2 -1.1
C -0.3936 1.3531 0.3291 0.4 0.6 -1.4
N -0.6587 -2.2412 -0.5236 -5.0 1.0 2.8
H 1.5496 -1.5928 1.1448 1.5 -1.6 -5.1
C 0.9664 -0.5343 -0.2300 -0.3 1.9 -0.3
H -2.2420 0.3684 -0.3034 1.4 -0.3 0.9
H 1.8096 1.5474 0.2642 -2.1 -2.0 -0.8

16
Properties=species:S:1:pos:R:3:forces:R:3 method="wB97M-V/def2-TZVPD" molar_mass_da=112.132 homo_energy_ev="-7.946 / -7.943" e_above_lowest_kcal_mol=133.68 spin_multiplicity=1 homo_lumo_gap_ev="7.2 / 7.2"
H -2.0816 0.3391 1.6238 0.0 0.0 0.0
H 0.0555 -2.4446 -0.2148 0.0 0.0 0.0
H -1.4788 -1.7192 0.0766 0.0 0.0 0.0
C -0.2961 -0.0455 0.7425 0.1 -0.2 -0.1
C 0.6890 0.9107 -0.1211 -0.4 0.4 0.2
C 1.8298 -1.0328 -0.5831 -0.2 1.0 0.1
N 1.7624 0.1523 -0.5533 0.1 -1.1 0.0
C 0.6018 2.2243 -0.2867 0.0 -0.3 0.0
O 0.2062 -0.4297 1.8265 0.0 0.0 -0.2
H 2.4155 -1.9051 -0.8060 -0.1 -0.1 0.0
H -0.6376 -1.3209 -1.4361 0.0 0.0 0.0
H -0.2752 2.7369 0.0786 0.0 0.0 0.0
N -1.5580 0.6468 0.8157 0.1 0.0 0.0
H -2.1162 0.6208 -0.0277 0.1 -0.1 0.0
C -0.5075 -1.5225 -0.3709 0.2 0.4 0.1
H 1.3908 2.7894 -0.7642 0.0 0.0 0.0